1.
DFT (ωB97M-V/def2-TZVPD) results for C28H16F8GdN2O2S as an isolated structure.

XYZ file:
```
58
Properties=species:S:1:pos:R:3:lowdin_spin:R:1
C -0.38421 2.65798 3.60735 0.00
C 0.38228 3.40772 2.72679 0.00
H -1.61830 -3.65945 -1.45683 0.00
N -0.74766 -2.86001 0.29483 0.01
C 1.47879 2.82970 2.10598 0.00
C -1.50270 -3.74354 -0.38592 0.00
H -1.24120 3.10588 4.09604 0.00
H -2.78407 2.68905 2.12084 0.00
C -2.90394 3.38532 1.30158 0.00
C -0.74734 0.95467 -0.17131 0.10
C 2.23281 -0.47680 -4.95164 0.00
H 2.07579 3.40426 1.41000 0.00
C -1.60256 -4.38031 1.75332 0.00
H -0.16461 -2.85468 3.64864 0.00
C 1.29772 -0.73931 3.37070 0.00
C 3.76013 -1.99741 0.30484 0.00
S 2.42385 -0.08226 -2.22702 0.06
F -1.24423 -2.61896 -4.71494 0.00
C 0.48193 -1.71164 -6.03942 0.00
C -0.09704 -2.50659 2.61290 0.00
O 2.84356 -1.18404 0.64225 -0.01
C -3.66753 4.52811 1.44903 0.00
H 2.36872 -0.92575 3.25965 0.00
F 3.25465 -4.33770 0.22426 0.00
H -1.91198 3.80885 -1.90958 0.00
H -2.69431 -5.51617 0.17913 0.00
N 0.59289 -1.46531 2.32106 0.00
F -0.07301 -2.20504 -7.15321 0.00
F -0.13950 -1.62437 -2.49524 -0.01
C 3.25707 -3.22660 -0.52832 0.00
F 3.37074 0.21010 -5.08493 0.00
F 2.23676 -0.77534 -7.29000 0.00
F 1.96137 -3.06674 -0.95747 -0.01
H 0.11572 4.43523 2.51447 0.00
C 1.67585 -0.66640 -3.68197 0.01
H -1.81951 -4.89705 2.67572 0.00
C -0.10837 -1.92067 -4.80690 0.00
C -3.80922 5.42223 0.39294 0.00
H -4.15745 4.72672 2.39470 0.00
C 1.80098 1.50335 2.35493 0.00
C 1.02350 0.73920 3.22162 0.00
H 0.97905 -1.09579 4.35757 0.00
H -4.40754 6.31650 0.51125 0.00
H -0.67834 0.73986 4.52290 0.00
C 1.65917 -0.98316 -6.10155 0.00
C -0.06381 1.33113 3.85291 0.00
Gd 0.65909 -0.98216 -0.10643 6.83
C -2.41012 4.01667 -0.97194 0.00
F 3.98873 -3.47360 -1.60813 0.00
C -1.46310 1.93762 -0.06068 0.01
H 2.66143 1.04924 1.87359 0.00
C -3.17505 5.15785 -0.81612 0.00
C -0.80473 -3.24701 1.61516 0.00
H -3.27852 5.84951 -1.64312 0.00
O 4.94092 -1.99478 0.57470 0.00
C -2.26109 3.10709 0.08569 0.00
C -2.05310 -4.69824 0.46600 0.00
C 0.49064 -1.39694 -3.68064 0.00
```

Values from the calculation:
E_HOMO (alpha / beta): -0.195 / -0.194 Eh
frontier orbital gap (alpha / beta): 7.83 / 5.23 eV
multiplicity: 8
expectation value of S²: 16.0264
total energy: -89783.491 eV
net charge: -1


2.
DFT (ωB97M-V/def2-TZVPD) results for C28H17Cl2N7O2PdS as an isolated structure in a non-equilibrium geometry.

XYZ file:
```
58
Properties=species:S:1:pos:R:3:mulliken_charge:R:1
S 1.65208 -3.50687 2.90386 -0.14
H 5.59723 2.51132 1.08271 0.47
C 0.36986 -2.55927 3.52541 -0.30
C -3.51882 3.12904 0.74227 -1.16
N -1.31401 -0.47037 0.55952 -0.41
C -1.36624 0.36984 1.73561 0.16
N 0.89558 -1.44951 1.60557 0.64
Pd 0.45868 -0.11205 -0.47361 0.62
N 2.17563 0.94203 0.23020 0.40
C 2.87107 0.40911 -2.04001 0.09
C -0.08467 -2.51561 -5.07487 0.07
H -1.67736 -2.78866 -3.67512 0.70
C 1.74676 -2.43601 1.57581 -0.37
C -1.16668 2.40049 0.82929 0.39
H 5.10156 1.67283 -1.23880 0.55
H 2.72373 -0.64518 -4.54491 0.79
C -1.01651 -0.49367 2.97826 0.18
C -1.96166 -1.57643 0.32935 0.44
H -3.49166 0.62069 2.16222 0.37
C -0.11631 -1.57155 -2.85474 0.17
H 2.46680 -2.55707 0.78497 0.36
C 4.37951 1.60351 -0.43764 -0.50
N 1.62900 -0.18046 -2.06599 -0.03
C -2.56196 2.22019 1.15014 0.95
C -3.08267 4.21947 0.00469 -0.39
C -0.75737 3.51047 0.07839 -0.69
H -0.69885 0.17324 3.78895 0.68
H -0.11021 -2.82139 4.44613 0.50
C -2.24358 -1.26044 3.38927 -1.41
N -0.43355 1.39267 1.31008 0.03
C 2.42733 1.39608 1.45555 -0.24
N -2.64086 1.05149 1.84253 0.24
H 3.81223 2.28555 2.81648 0.48
C -0.71396 -2.33641 -3.85395 -0.75
C -2.83665 -2.26382 1.18214 -0.39
Cl -0.81641 -3.46611 -6.27529 -0.08
H -3.81105 -2.58873 3.02579 0.49
C -1.67839 -2.07917 -1.07631 -0.07
C 1.77254 -1.11422 -4.34352 -0.76
C -3.00359 -2.03605 2.56349 -0.31
Cl 1.95826 -2.15952 -6.80320 -0.08
H -2.50192 -1.22035 4.43786 0.50
O 3.68342 0.40782 -2.93364 -0.61
C 1.14871 -0.92123 -3.10932 0.55
H 0.28076 3.63317 -0.19256 0.55
H -3.40506 -3.06173 0.71999 0.47
H -4.56012 2.99329 0.98892 0.47
C 3.65130 1.94984 1.80405 -0.98
C 4.64299 2.06790 0.84219 -0.52
O -2.30208 -2.96321 -1.60719 -0.61
H -3.80690 4.94805 -0.32240 0.45
H 1.62010 1.33570 2.17281 0.46
C 3.14118 1.02529 -0.69821 0.40
N -0.62380 -1.37140 -1.60107 0.05
C -1.72882 4.40104 -0.32297 -0.75
C 1.18124 -1.90436 -5.31640 0.11
H -1.44918 5.25988 -0.91049 0.45
C 0.09332 -1.49914 2.70768 -0.64
```

Values from the calculation:
E_HOMO (alpha / beta): -0.459 / -0.461 Eh
ΔE to the lowest compared entry with this formula, charge and spin: 113.8 kcal/mol
frontier orbital gap (alpha / beta): 3.34 / 3.49 eV
multiplicity: 1
total energy: -83179.404 eV
net charge: +2


3.
DFT (ωB97M-V/def2-TZVPD) results for C28H18BrI2N3O4RuS4 as an isolated structure in a non-equilibrium geometry.

XYZ file:
```
61
Properties=species:S:1:pos:R:3:lowdin_spin:R:1
C 3.31860 -1.64022 -1.35165 0.00
C 4.25501 -3.17155 0.26360 0.00
C -4.06755 0.38394 -0.16039 0.00
S -1.56414 -1.68123 -0.63087 0.27
O 1.35579 0.80111 1.63772 0.00
H -7.01266 -2.56132 1.89957 0.00
C 1.67174 1.70498 3.85140 0.00
H -7.26898 -2.09081 -2.34854 0.00
H 5.20276 -2.63688 -1.56434 0.00
C 0.88076 0.81050 2.93136 0.00
C 3.12161 -3.00728 1.09922 0.00
H 2.65597 1.94263 7.09528 0.00
C -2.49303 1.21397 1.74361 0.01
H -2.70325 2.08886 2.34983 0.00
C 2.89266 3.75151 4.23320 0.00
C -3.33697 0.80616 0.82904 0.00
C -5.64048 -1.17516 1.02869 0.00
H -0.13109 -2.37618 3.03332 0.01
C -2.49886 -2.81807 0.19506 0.14
C 2.10895 -2.12742 0.66648 0.00
S -3.16216 -4.00531 -0.93518 0.01
O -4.72423 -5.94803 -0.09667 0.03
C -6.67581 -2.09313 0.98353 0.00
H 1.44391 0.43088 5.54478 0.00
C 1.76162 -3.43518 3.02888 0.00
H -5.41505 -0.46277 -2.26966 0.00
H 0.83485 -0.20459 3.36256 0.00
I 5.83004 -4.43204 0.81275 0.00
C 4.33818 -2.50256 -0.92861 0.00
C 0.80036 -2.54990 2.51352 0.01
C -5.78039 -0.91450 -1.35509 0.00
H 1.78635 2.44533 1.58110 0.00
N -1.18353 0.70066 1.84935 -0.01
S -2.61939 -1.99105 2.86262 0.29
Ru -0.12141 -0.16945 0.55985 0.05
C 2.52521 2.21503 6.05649 0.00
C -2.88891 -2.97747 1.53768 0.14
O 1.21127 -0.65382 -0.91426 0.01
N -0.50550 1.29518 2.84176 -0.01
H 3.30466 4.67132 3.83890 0.00
C 2.91500 -3.65603 2.33620 0.00
C 1.84836 1.37240 5.18625 0.00
C 3.03801 3.40958 5.56702 0.00
H -1.02615 1.56760 3.66476 0.00
Br -0.87278 1.50599 -1.09337 0.01
H -8.06935 -3.15253 -0.26014 0.00
S -3.89777 -4.38910 1.86277 0.01
O 2.10770 3.25141 2.06881 0.00
C 2.21741 2.90122 3.35863 0.00
C -7.26682 -2.42674 -0.22866 0.00
N 0.96697 -1.90813 1.38164 0.00
H -5.17475 -0.92673 1.97241 0.01
H 3.57003 4.08027 6.23100 0.00
C 2.18812 -1.41465 -0.57531 0.00
H 3.67189 -4.32840 2.71777 0.00
C -5.17650 -0.58297 -0.14357 0.00
H 1.56855 -3.92564 3.97277 0.00
C -6.81851 -1.83219 -1.39881 0.00
I 3.47501 -0.65759 -3.17370 0.00
C -4.06817 -4.98796 0.21538 0.01
H -3.78838 0.78982 -1.13087 0.00
```

Values from the calculation:
E_HOMO (alpha / beta): -0.177 / -0.189 Eh
ΔE to the lowest compared entry with this formula, charge and spin: 2.7 kcal/mol
frontier orbital gap (alpha / beta): 5.96 / 5.85 eV
multiplicity: 2
expectation value of S²: 0.7699
total energy: -174157.479 eV
net charge: -1


Q: What is the formula in the third record?
A: C28H18BrI2N3O4RuS4


Copy entry 2 word for word.
DFT (ωB97M-V/def2-TZVPD) results for C28H17Cl2N7O2PdS as an isolated structure in a non-equilibrium geometry.

XYZ file:
```
58
Properties=species:S:1:pos:R:3:mulliken_charge:R:1
S 1.65208 -3.50687 2.90386 -0.14
H 5.59723 2.51132 1.08271 0.47
C 0.36986 -2.55927 3.52541 -0.30
C -3.51882 3.12904 0.74227 -1.16
N -1.31401 -0.47037 0.55952 -0.41
C -1.36624 0.36984 1.73561 0.16
N 0.89558 -1.44951 1.60557 0.64
Pd 0.45868 -0.11205 -0.47361 0.62
N 2.17563 0.94203 0.23020 0.40
C 2.87107 0.40911 -2.04001 0.09
C -0.08467 -2.51561 -5.07487 0.07
H -1.67736 -2.78866 -3.67512 0.70
C 1.74676 -2.43601 1.57581 -0.37
C -1.16668 2.40049 0.82929 0.39
H 5.10156 1.67283 -1.23880 0.55
H 2.72373 -0.64518 -4.54491 0.79
C -1.01651 -0.49367 2.97826 0.18
C -1.96166 -1.57643 0.32935 0.44
H -3.49166 0.62069 2.16222 0.37
C -0.11631 -1.57155 -2.85474 0.17
H 2.46680 -2.55707 0.78497 0.36
C 4.37951 1.60351 -0.43764 -0.50
N 1.62900 -0.18046 -2.06599 -0.03
C -2.56196 2.22019 1.15014 0.95
C -3.08267 4.21947 0.00469 -0.39
C -0.75737 3.51047 0.07839 -0.69
H -0.69885 0.17324 3.78895 0.68
H -0.11021 -2.82139 4.44613 0.50
C -2.24358 -1.26044 3.38927 -1.41
N -0.43355 1.39267 1.31008 0.03
C 2.42733 1.39608 1.45555 -0.24
N -2.64086 1.05149 1.84253 0.24
H 3.81223 2.28555 2.81648 0.48
C -0.71396 -2.33641 -3.85395 -0.75
C -2.83665 -2.26382 1.18214 -0.39
Cl -0.81641 -3.46611 -6.27529 -0.08
H -3.81105 -2.58873 3.02579 0.49
C -1.67839 -2.07917 -1.07631 -0.07
C 1.77254 -1.11422 -4.34352 -0.76
C -3.00359 -2.03605 2.56349 -0.31
Cl 1.95826 -2.15952 -6.80320 -0.08
H -2.50192 -1.22035 4.43786 0.50
O 3.68342 0.40782 -2.93364 -0.61
C 1.14871 -0.92123 -3.10932 0.55
H 0.28076 3.63317 -0.19256 0.55
H -3.40506 -3.06173 0.71999 0.47
H -4.56012 2.99329 0.98892 0.47
C 3.65130 1.94984 1.80405 -0.98
C 4.64299 2.06790 0.84219 -0.52
O -2.30208 -2.96321 -1.60719 -0.61
H -3.80690 4.94805 -0.32240 0.45
H 1.62010 1.33570 2.17281 0.46
C 3.14118 1.02529 -0.69821 0.40
N -0.62380 -1.37140 -1.60107 0.05
C -1.72882 4.40104 -0.32297 -0.75
C 1.18124 -1.90436 -5.31640 0.11
H -1.44918 5.25988 -0.91049 0.45
C 0.09332 -1.49914 2.70768 -0.64
```

Values from the calculation:
E_HOMO (alpha / beta): -0.459 / -0.461 Eh
ΔE to the lowest compared entry with this formula, charge and spin: 113.8 kcal/mol
frontier orbital gap (alpha / beta): 3.34 / 3.49 eV
multiplicity: 1
total energy: -83179.404 eV
net charge: +2